Record 1
{"formula": "C37H46F4N6OSi2Sr", "method": "ωB97M-V with the def2-TZVPD basis set", "homo_lumo_gap_ev": [3.83, 5.86], "charge": -1, "multiplicity": 2, "elements": ["Sr", "C", "N", "C", "C", "C", "N", "C", "C", "F", "C", "F", "C", "C", "F", "C", "F", "H", "H", "H", "H", "H", "H", "H", "H", "H", "H", "H", "C", "C", "C", "C", "N", "C", "C", "C", "C", "C", "C", "N", "H", "H", "H", "H", "H", "H", "H", "H", "C", "Si", "C", "C", "C", "C", "C", "C", "C", "C", "N", "Si", "C", "C", "C", "H", "H", "H", "H", "H", "H", "H", "H", "H", "H", "H", "H", "H", "H", "H", "H", "H", "H", "H", "H", "H", "H", "O", "N", "C", "C", "C", "C", "C", "H", "H", "H", "H", "H"], "xyz": [[0.2493, 0.6009, -0.2542], [-2.9308, 0.3694, -1.9229], [-2.3047, -0.4230, -0.8774], [-1.9611, -1.7447, -1.3966], [-3.1615, -0.5408, 0.3046], [-2.4102, -0.6347, 1.6564], [-1.0063, -0.8987, 1.4580], [-0.2362, -1.1459, 2.5237], [1.1103, -1.5348, 2.2831], [1.4894, -1.6636, 0.9806], [2.0371, -1.7642, 3.2610], [3.2862, -2.1206, 2.9037], [1.7188, -1.6523, 4.6071], [0.4166, -1.2924, 4.8850], [0.0370, -1.1525, 6.1751], [-0.5278, -1.0534, 3.9080], [-1.7637, -0.6610, 4.3295], [-2.2081, 0.5385, -2.7215], [-3.2307, 1.3402, -1.5265], [-3.8215, -0.1244, -2.3470], [-1.4094, -2.2967, -0.6366], [-1.3438, -1.6477, -2.2906], [-2.8683, -2.3123, -1.6631], [-3.8241, -1.4112, 0.1832], [-3.8151, 0.3349, 0.3290], [-2.8988, -1.4105, 2.2597], [-2.5870, 0.3039, 2.2082], [2.4462, -1.8232, 5.3845], [5.2041, 0.5635, -0.3142], [5.5782, 1.6226, 0.5355], [4.6202, 2.2834, 1.2493], [3.2524, 1.9005, 1.1447], [2.8905, 0.9214, 0.2449], [3.8564, 0.2875, -0.4172], [2.2342, 2.4476, 1.9743], [2.4565, 3.5181, 2.8910], [1.4659, 3.9254, 3.7346], [0.2105, 3.2723, 3.7060], [0.0527, 2.2740, 2.7690], [0.9828, 1.8755, 1.9047], [5.9260, 0.0035, -0.8912], [6.6191, 1.9085, 0.6340], [4.9104, 3.0783, 1.9216], [3.5214, -0.4829, -1.1053], [3.4157, 4.0160, 2.9188], [1.6468, 4.7391, 4.4274], [-0.5881, 3.5244, 4.3897], [-0.8896, 1.7318, 2.7102], [1.5299, 3.4392, -1.9548], [1.5758, 2.4296, -3.5629], [3.2770, 1.6074, -3.6357], [1.7009, 3.8244, -4.8478], [0.2338, 1.2383, -3.9721], [0.5481, -0.1411, -3.7478], [0.3894, -1.1474, -4.7492], [0.7527, -2.4472, -4.5237], [1.3067, -2.8091, -3.2899], [1.4413, -1.8082, -2.3568], [1.0636, -0.5350, -2.5400], [-1.0432, 1.7132, -5.1969], [-1.9450, 3.2899, -4.6492], [-0.4761, 2.0356, -6.9799], [-2.4622, 0.4703, -5.4355], [2.4349, 4.0544, -1.9169], [1.5149, 2.8837, -1.0161], [0.6753, 4.1223, -1.9555], [3.9277, 2.1883, -4.2963], [3.2275, 0.5891, -4.0261], [3.7577, 1.5665, -2.6588], [2.4867, 4.5122, -4.5205], [0.7886, 4.4078, -4.9773], [1.9926, 3.4305, -5.8231], [0.0339, -0.8508, -5.7270], [0.6395, -3.1837, -5.3118], [1.6183, -3.8199, -3.0683], [1.8512, -2.0396, -1.3769], [-1.2948, 4.1659, -4.6283], [-2.3519, 3.1428, -3.6451], [-2.7801, 3.5094, -5.3211], [0.2495, 2.8457, -7.0485], [-1.3329, 2.2939, -7.6103], [-0.0112, 1.1403, -7.4036], [-3.2029, 0.5255, -4.6373], [-2.1330, -0.5670, -5.5037], [-2.9755, 0.7169, -6.3700], [-1.2463, 2.4256, -0.1771], [-2.1117, 3.3595, -0.0228], [-2.9324, 3.3508, 1.0509], [-3.8677, 4.3460, 1.2258], [-3.9778, 5.3675, 0.2958], [-3.1301, 5.3530, -0.8005], [-2.2047, 4.3439, -0.9441], [-2.7769, 2.5210, 1.7225], [-4.5029, 4.3059, 2.0991], [-4.7078, 6.1545, 0.4212], [-3.1758, 6.1193, -1.5611], [-1.5123, 4.2468, -1.7656]], "atomic_forces_ev_per_a": [[0.4, -0.6, 0.0], [0.0, 0.0, 0.0], [0.0, 0.0, 0.0], [0.0, 0.0, 0.0], [0.0, 0.0, 0.0], [0.0, 0.0, 0.0], [0.1, 0.1, 0.1], [0.0, 0.0, 0.0], [0.0, 0.0, 0.0], [0.0, 0.0, 0.0], [0.0, 0.0, 0.0], [0.0, 0.0, 0.0], [0.0, 0.0, 0.0], [0.0, 0.0, 0.0], [0.0, 0.0, 0.0], [0.0, 0.0, 0.0], [0.0, 0.0, 0.0], [0.0, 0.0, 0.0], [0.0, 0.0, 0.0], [0.0, 0.0, 0.0], [0.0, 0.0, 0.0], [0.0, 0.0, 0.0], [0.0, 0.0, 0.0], [0.0, 0.0, 0.0], [0.0, 0.0, 0.0], [0.0, 0.0, 0.0], [0.0, 0.0, 0.0], [0.0, 0.0, 0.0], [0.0, 0.0, 0.0], [0.0, 0.0, 0.0], [0.0, 0.0, 0.0], [0.0, 0.0, 0.0], [-0.1, 0.0, 0.0], [0.0, 0.0, 0.0], [0.0, 0.0, 0.0], [0.0, 0.0, 0.0], [0.0, 0.0, 0.0], [0.0, 0.0, 0.0], [0.0, 0.0, 0.0], [0.0, 0.0, 0.0], [0.0, 0.0, 0.0], [0.0, 0.0, 0.0], [0.0, 0.0, 0.0], [0.0, 0.0, 0.0], [0.0, 0.0, 0.0], [0.0, 0.0, 0.0], [0.0, 0.0, 0.0], [0.0, 0.0, 0.0], [-0.1, 0.0, 0.0], [0.0, 0.0, 0.0], [0.0, 0.0, 0.0], [0.0, 0.0, 0.0], [0.0, 0.0, 0.0], [0.0, 0.1, 0.0], [0.0, 0.0, 0.0], [0.0, 0.0, 0.0], [0.0, 0.0, 0.0], [0.0, 0.0, 0.0], [0.1, 0.0, -0.1], [0.0, 0.0, 0.0], [0.0, 0.0, 0.0], [0.0, 0.0, 0.0], [0.0, 0.0, 0.0], [0.0, 0.0, 0.0], [0.0, 0.0, 0.0], [0.0, 0.0, 0.0], [0.0, 0.0, 0.0], [0.0, 0.0, 0.0], [0.0, 0.0, 0.0], [0.0, 0.0, 0.0], [0.0, 0.0, 0.0], [0.0, 0.0, 0.0], [0.0, 0.0, 0.0], [0.0, 0.0, 0.0], [0.0, 0.0, 0.0], [0.0, 0.0, 0.0], [0.0, 0.0, 0.0], [0.0, 0.0, 0.0], [0.0, 0.0, 0.0], [0.0, 0.0, 0.0], [0.0, 0.0, 0.0], [0.0, 0.0, 0.0], [0.0, 0.0, 0.0], [0.0, 0.0, 0.0], [0.0, 0.0, 0.0], [-0.4, 0.4, 0.0], [0.0, 0.0, 0.0], [0.0, 0.0, 0.0], [0.0, 0.0, 0.0], [0.0, 0.0, 0.0], [0.0, 0.0, 0.0], [0.0, 0.0, 0.0], [0.0, 0.0, 0.0], [0.0, 0.0, 0.0], [0.0, 0.0, 0.0], [0.0, 0.0, 0.0], [0.0, 0.0, 0.0]]}

***

Record 2
{"formula": "C37H46F4N8O2Tl", "method": "ωB97M-V with the def2-TZVPD basis set", "homo_lumo_gap_ev": 6.18, "charge": 1, "multiplicity": 1, "elements": ["Tl", "C", "N", "C", "C", "C", "N", "C", "C", "F", "C", "F", "C", "C", "F", "C", "F", "H", "H", "H", "H", "H", "H", "H", "H", "H", "H", "H", "C", "N", "C", "C", "N", "C", "C", "C", "C", "C", "C", "C", "C", "C", "N", "C", "N", "C", "C", "N", "C", "C", "C", "N", "C", "C", "H", "H", "H", "H", "H", "H", "H", "H", "H", "H", "H", "H", "H", "H", "H", "H", "H", "H", "H", "H", "H", "H", "H", "H", "H", "H", "H", "H", "H", "H", "O", "C", "O", "C", "C", "C", "C", "C", "C", "H", "H", "H", "H", "H"], "xyz": [[0.2078, 0.2354, -0.1218], [-3.2019, 0.9695, 0.1489], [-2.0442, 1.2969, 0.9705], [-1.9264, 2.7429, 1.1342], [-2.1157, 0.6374, 2.2678], [-1.6062, -0.8169, 2.1908], [-0.2024, -0.8607, 1.9247], [0.6634, -0.6683, 2.9765], [1.5164, 0.4374, 3.0820], [1.3667, 1.4437, 2.1811], [2.4897, 0.5230, 4.0650], [3.2730, 1.6012, 4.1229], [2.6472, -0.4868, 4.9978], [1.7918, -1.5749, 4.9355], [1.9210, -2.5646, 5.8218], [0.8201, -1.6691, 3.9523], [0.0347, -2.7621, 3.8922], [-4.1209, 1.3720, 0.5881], [-3.0760, 1.3913, -0.8443], [-3.3056, -0.1085, 0.0463], [-2.7140, 3.1295, 1.7913], [-0.9563, 2.9976, 1.5557], [-2.0280, 3.2305, 0.1711], [-1.4802, 1.1850, 2.9688], [-3.1406, 0.6396, 2.6545], [-1.8226, -1.3042, 3.1451], [-2.1277, -1.3616, 1.4002], [3.4147, -0.4294, 5.7510], [-0.4558, -0.3352, -5.0956], [-0.3223, 1.0058, -4.5970], [-0.5999, 2.0392, -5.5703], [-0.2563, 1.3056, -3.2682], [-0.7703, 0.5470, -2.3260], [-1.8728, -0.2780, -2.5822], [-2.9215, 0.2970, -3.2820], [-4.1167, -0.3790, -3.5151], [-4.2864, -1.6340, -3.0087], [-3.2623, -2.2563, -2.2627], [-3.5074, -3.5329, -1.7139], [-2.5615, -4.1664, -0.9635], [-1.3103, -3.5748, -0.8034], [-0.9991, -2.3489, -1.3658], [0.3138, -1.8987, -1.1648], [1.3211, -2.7470, -1.2970], [2.4337, -2.6459, -0.5441], [2.3920, -2.2928, 0.8558], [3.7622, -2.8980, -1.0557], [1.3268, -3.7401, -2.2317], [0.4957, -3.7443, -3.4080], [1.9307, -5.0269, -1.9497], [-2.0067, -1.6030, -2.0587], [0.3872, 2.4637, -2.9935], [0.1401, 3.2096, -1.7864], [1.6239, 2.7835, -3.6726], [0.1428, -0.4322, -6.0025], [-1.4911, -0.5965, -5.3324], [-0.0776, -1.0273, -4.3518], [-1.5427, 1.8122, -6.0776], [0.1862, 2.0991, -6.3236], [-0.6963, 3.0059, -5.0826], [-2.8132, 1.3149, -3.6330], [-4.9007, 0.1095, -4.0739], [-5.2113, -2.1638, -3.1599], [-4.4664, -3.9954, -1.8901], [-2.7552, -5.1248, -0.5089], [-0.5482, -4.0828, -0.2315], [1.3602, -2.2684, 1.1935], [2.8793, -1.3328, 1.0430], [2.9358, -3.0535, 1.4248], [4.2131, -3.7818, -0.5911], [4.3920, -2.0347, -0.8255], [3.7341, -3.0271, -2.1345], [0.1853, -2.7329, -3.6473], [-0.3989, -4.3632, -3.2792], [1.0804, -4.1405, -4.2405], [2.2553, -5.0811, -0.9145], [2.7816, -5.2191, -2.6056], [1.1838, -5.8070, -2.1175], [-0.9330, 3.2839, -1.6233], [0.5420, 4.2134, -1.9195], [0.6237, 2.7663, -0.9099], [1.8533, 2.0213, -4.4095], [2.4357, 2.8001, -2.9437], [1.5657, 3.7547, -4.1625], [3.6383, 0.4373, 0.2827], [3.2914, 0.5899, -0.8743], [2.1007, 0.7937, -1.2891], [4.2721, 0.5148, -2.0178], [5.5795, 0.9541, -1.8662], [6.4510, 0.8689, -2.9394], [6.0223, 0.3421, -4.1475], [4.7201, -0.1129, -4.2883], [3.8433, -0.0244, -3.2246], [5.8960, 1.3530, -0.9147], [7.4688, 1.2130, -2.8368], [6.7013, 0.2883, -4.9854], [4.3914, -0.5338, -5.2272], [2.8247, -0.3752, -3.3101]], "atomic_forces_ev_per_a": [[0.4, -1.0, 0.3], [-0.2, 0.0, -0.2], [0.4, -0.1, -0.2], [0.0, 0.2, 0.1], [0.1, -0.4, 0.2], [-0.3, 0.5, 0.1], [0.3, 0.3, -2.1], [0.6, 0.2, 0.7], [-0.2, -0.1, 0.0], [0.1, 0.0, 0.2], [-0.1, -0.1, 0.0], [0.0, 0.0, -0.1], [-0.3, 0.0, -0.2], [0.0, 0.2, -0.2], [-0.1, 0.0, 0.0], [0.0, 0.1, -0.1], [0.2, 0.2, 0.0], [0.0, 0.0, 0.1], [0.0, 0.0, 0.0], [0.0, 0.0, 0.0], [0.0, 0.0, 0.0], [0.0, 0.0, 0.1], [0.0, 0.0, -0.1], [-0.1, -0.1, 0.0], [-0.1, 0.2, -0.1], [0.0, 0.0, 0.0], [-0.1, -0.1, 0.0], [0.1, 0.0, 0.1], [0.0, -0.3, 0.0], [-0.1, 0.1, 0.2], [-0.1, 0.2, -0.2], [0.1, 0.0, -0.3], [0.9, 0.2, 1.2], [-0.8, 0.2, -0.5], [0.4, -0.2, 0.3], [-0.2, -0.3, 0.0], [0.0, 0.3, -0.1], [0.1, 0.0, 0.0], [0.0, -0.2, 0.1], [-0.2, 0.0, -0.2], [0.0, 0.4, -0.1], [-0.1, -0.8, 0.4], [0.2, 0.9, 0.2], [0.1, -0.1, -0.4], [-0.1, 0.1, -0.1], [0.0, 0.1, 0.4], [0.3, -0.1, -0.2], [0.0, 0.1, 0.2], [-0.1, 0.1, -0.2], [0.1, -0.2, 0.1], [0.0, 0.0, -0.1], [-0.1, -0.2, 0.1], [-0.2, -0.1, 0.1], [0.4, 0.1, -0.1], [0.0, 0.0, 0.0], [0.0, 0.0, 0.0], [0.0, 0.0, 0.0], [0.0, 0.0, 0.0], [0.0, 0.0, 0.0], [0.0, 0.0, 0.0], [0.0, 0.1, 0.0], [-0.1, 0.0, 0.0], [-0.2, -0.1, 0.0], [-0.1, 0.0, 0.0], [-0.1, -0.1, 0.0], [0.1, 0.0, 0.1], [0.0, -0.1, 0.0], [-0.1, -0.1, 0.0], [-0.1, 0.0, 0.0], [-0.1, 0.0, -0.1], [0.0, -0.1, 0.0], [0.0, 0.0, 0.0], [0.0, -0.1, 0.0], [0.0, 0.0, 0.0], [0.0, 0.0, 0.0], [0.0, 0.0, 0.0], [0.0, 0.0, 0.0], [0.0, 0.0, 0.0], [0.0, 0.0, 0.1], [0.0, 0.0, 0.1], [0.1, 0.1, 0.1], [0.0, 0.0, 0.0], [0.0, 0.0, 0.0], [0.0, 0.1, -0.1], [0.1, 0.1, 0.3], [1.1, -0.2, 0.1], [-2.4, 0.1, 0.2], [-0.2, 0.0, 0.2], [-0.1, -0.1, 0.0], [0.1, 0.0, 0.0], [0.0, 0.0, -0.1], [0.0, -0.1, -0.1], [0.1, 0.1, 0.0], [0.0, 0.0, 0.1], [0.1, 0.0, 0.0], [0.1, 0.0, 0.0], [0.0, 0.0, -0.1], [-0.1, 0.0, 0.0]]}

***

Taking the records one at a time from the top gives total energy values of -77567.7785 -70688.3915 eV.
Taking the records one at a time from the top gives energy relative to the best compared isomer or geometry (same formula, charge and spin) values of 0.5642 0.1283 eV.